(1)
DFT (ωB97M-V/def2-TZVPD) results for the molecule C5H10O.

LUMO level in eV: 1.02
Multiplicity: 1
Relative energy (zero: lowest compared OMol25 entry of this formula, charge and spin) in kcal/mol: 45.1
E in eV: -7392.8097

Cartesian coordinates (Å):
1 C 0.75598 0.91976 1.86734
2 C 0.17475 0.85868 0.40923
3 H 1.08282 0.45284 -1.49767
4 C -1.05188 -0.13383 -0.31112
5 H -0.50449 -0.95098 -2.38893
6 C -0.84720 -1.28608 -1.39772
7 C 1.12508 0.14079 -0.44035
8 H -1.68485 0.59637 -0.81839
9 H 0.54457 0.04454 2.47761
10 H -0.17405 -2.09508 -1.09529
11 H -1.83078 -1.75050 -1.58427
12 H -0.07653 1.88277 0.09906
13 H 0.49431 1.82173 2.44313
14 H 1.85633 0.94605 1.77776
15 O 1.72067 -0.84024 -0.04881
16 H -1.58473 -0.60682 0.50843

(2)
DFT (ωB97M-V/def2-TZVPD) results for a cluster of 5 separate species, C11H32O6PS5 in total at a distorted geometry.

LUMO level in eV: 1.59
Multiplicity: 1
Relative energy (zero: lowest compared OMol25 entry of this formula, charge and spin) in kcal/mol: 53.0
Total charge: -1
E in eV: -87672.1664

Cartesian coordinates (Å):
1 S -3.28602 -2.01747 2.58651
2 O -1.81701 5.55156 -6.32031
3 H -0.07292 1.81925 -3.99679
4 C 0.87327 -1.34536 1.30480
5 H 1.35105 5.50267 -6.44928
6 H 4.93305 -5.02230 4.93861
7 H 0.52436 1.53871 -5.77887
8 O 4.89383 -2.38013 3.81992
9 H -2.70397 2.85959 0.60126
10 S -1.54770 5.45835 -3.35284
11 H 4.89871 -3.88791 1.26896
12 H -5.45887 -2.85779 1.95956
13 C 1.74291 -1.54205 3.84006
14 H 2.52608 4.03453 -6.07201
15 O 0.69383 0.75321 2.95325
16 H 0.69871 -0.75458 0.40230
17 H -3.09868 0.33403 0.12435
18 C 0.40976 3.74574 -5.23649
19 H -4.64110 -0.75753 4.12413
20 H -0.08294 -1.70464 1.69257
21 H -5.07590 -0.40816 2.42206
22 O -2.91633 -1.80378 1.14825
23 C 5.94291 -4.67539 4.70673
24 H -3.13878 3.20896 -1.10082
25 H -1.22003 5.49719 -7.12723
26 C -4.66013 -3.19350 2.62521
27 P -1.28378 4.46366 -5.04542
28 S 5.88378 -3.42615 3.39945
29 C 1.63504 4.68793 -5.62602
30 H 5.72185 -5.32397 1.92952
31 C 0.68541 2.23194 -4.81975
32 O -2.48462 3.15743 -4.99946
33 S 1.68378 -0.29282 2.53278
34 O -0.97921 1.81334 -2.37463
35 H 6.38374 -4.22381 5.59846
36 C -2.72301 0.42362 -0.89767
37 C 5.07327 -4.47870 2.17146
38 C -2.31508 3.03379 -0.40456
39 H 2.36313 -2.38083 3.51596
40 H 1.76809 2.00178 -4.37538
41 H 6.56313 -5.51416 4.38263
42 C -4.25221 -0.58334 3.11831
43 S -1.34890 1.59965 -0.93636
44 H -1.66014 3.90804 -0.39202
45 H 2.08633 5.21238 -4.66179
46 H -3.59726 0.29092 3.13086
47 H 2.18374 -1.09048 4.73179
48 H -4.29383 -4.16648 2.28882
49 H 1.52185 -2.19064 1.06285
50 H -3.52174 0.75933 -1.56332
51 H 0.73305 -1.88897 4.07195
52 H -2.35671 -0.54936 -1.23405
53 H 4.11706 -4.83797 2.55924
54 H -5.03580 -3.28309 3.64722
55 H -2.31903 2.69375 -5.89474

(3)
DFT (ωB97M-V/def2-TZVPD) results for a cluster of 11 separate species, C22H66O17 in total at a distorted geometry.

LUMO level in eV: 0.13
Multiplicity: 1
Relative energy (zero: lowest compared OMol25 entry of this formula, charge and spin) in kcal/mol: 86.2
E in eV: -58684.7247

Cartesian coordinates (Å):
1 C 4.22323 3.21445 -3.43297
2 H 0.45954 -5.28625 -4.35558
3 O -0.14713 0.24972 -1.27930
4 H 3.33287 -5.83582 1.16516
5 O -0.22262 -2.11361 5.34983
6 H 6.03877 -2.01781 -2.38705
7 H -0.48333 -6.41815 -3.23933
8 O -1.91983 5.69237 -0.79711
9 O -0.91278 -4.69402 -1.34636
10 H 0.24997 2.69807 -6.34122
11 H -1.22855 4.56649 -2.31501
12 H 3.15660 -7.97621 2.66876
13 C -0.35937 -3.69607 7.15563
14 H -1.14082 0.62549 -7.79355
15 H 2.23933 4.83459 2.43369
16 H -3.13032 6.80359 -2.76248
17 H -0.97418 -1.62852 7.24996
18 H -1.12342 2.92553 -7.37924
19 H 1.66034 -8.73685 1.16470
20 H 1.08363 -5.23709 1.33432
21 H -1.96342 -2.75279 6.28952
22 O -1.30504 0.68102 -5.79925
23 H -0.75238 -3.80759 8.16617
24 O -2.79273 -0.79618 -0.07822
25 C -8.12702 -2.39921 -1.05176
26 C 2.52979 4.52927 3.43893
27 C -0.14009 -4.43206 -2.52539
28 C -8.08436 -2.17493 0.44083
29 H -5.06371 3.59001 4.65516
30 H -0.91181 0.15962 -1.85267
31 H -2.02605 1.31456 -5.77983
32 H 0.04145 0.93274 0.52565
33 H 4.56691 3.91290 2.98065
34 H 3.19349 2.10851 -2.17562
35 H 5.96929 4.15983 -4.29135
36 H -2.09165 2.74551 5.34371
37 H 4.67716 -3.08855 -1.94638
38 H 5.07911 0.15814 -0.48414
39 H 4.32576 -1.52282 -2.51480
40 H 1.37950 -6.69029 -2.06138
41 H -0.01686 -2.90480 4.84655
42 C -0.94530 -2.46448 6.55108
43 H -3.62079 -0.67619 0.39244
44 O 4.26664 4.30224 5.02202
45 H 5.66567 4.59793 -2.54204
46 H -1.83374 6.57102 -0.42007
47 H -2.23326 4.32882 3.68113
48 C 2.76929 -5.90752 2.09541
49 H -7.45817 -2.94060 0.89880
50 C -1.23538 6.68979 -2.98600
51 O 5.70610 -0.50326 -0.18241
52 H -7.16163 -2.43443 -1.55664
53 O 1.66969 -7.77834 1.11202
54 H -9.06016 -2.17936 0.92651
55 C 2.35551 -7.34703 2.28080
56 H 1.90152 5.04806 4.16297
57 H -0.13635 -0.76328 0.60507
58 H -1.94646 0.20604 1.47970
59 H 4.05463 -1.74821 -0.04529
60 H 6.26782 3.03388 -2.91057
61 H 0.12404 -5.50682 6.65170
62 H -7.39889 -0.86468 1.59479
63 C 4.02414 4.56870 3.66140
64 H 3.59642 4.06494 -3.70103
65 H -0.77945 -3.85471 -3.19321
66 H 1.66394 -7.40350 3.12141
67 C 5.08400 -1.78179 -0.40219
68 O -2.57107 6.54444 -3.49846
69 H -2.40660 1.27114 0.19955
70 H -1.45133 -3.91392 -1.19470
71 O -0.49990 -4.83839 6.35927
72 C -3.00328 4.25812 4.44935
73 O 3.91412 2.74194 -2.14292
74 H -0.00324 5.54446 -1.60297
75 C -1.04752 5.56405 -1.91476
76 H 0.34789 0.27892 -6.88740
77 H 4.31236 5.58421 3.38978
78 H -8.72476 -3.26938 -1.32303
79 H -4.71179 4.27947 3.07918
80 H 0.69313 -3.52894 7.38457
81 C -4.30831 3.64909 3.87159
82 C -1.97991 0.28700 0.39323
83 H -3.22346 5.26021 4.81737
84 O 1.59949 -5.10494 2.13308
85 C -0.51239 0.11040 0.07276
86 H -1.11873 7.66259 -2.50836
87 H 4.25495 2.47394 -4.23219
88 H 0.71287 -3.83870 -2.19601
89 H -0.37439 6.66244 -3.65386
90 C 0.26457 -5.63167 -3.34031
91 H -8.72033 -1.60859 -1.51111
92 H 3.95701 3.41182 5.20338
93 C 5.63329 3.82505 -3.30996
94 O -7.42082 -0.96856 0.64067
95 H 0.79280 3.44932 -8.44814
96 C -0.52099 0.93392 -6.95165
97 H 3.37210 -5.61101 2.95378
98 O 0.65635 2.50626 -8.33148
99 O -2.63087 3.50345 5.58109
100 H 2.20572 3.49087 3.50817
101 O 1.51439 -6.31347 -2.93397
102 C -0.21479 2.33575 -7.25818
103 H 5.67525 -2.53003 0.12569
104 H -4.14757 2.64590 3.47678
105 C 5.05664 -2.06718 -1.91683

(4)
DFT (ωB97M-V/def2-TZVPD) results for a structure of composition C22H25AuN4OTe at a distorted geometry.

LUMO level (spin up / spin down) in eV: 2.43 / 1.70
Multiplicity: 2
<S²>: 0.761
Total charge: -1
E in eV: -42213.9299

Cartesian coordinates (Å):
1 C -0.22088 -1.74341 0.13938
2 H 2.37574 1.90366 -0.89167
3 N -3.66397 -1.12060 2.60395
4 C 1.56292 1.01438 2.87729
5 H 1.86180 -0.51240 5.24625
6 H 4.32264 -1.98907 -4.83226
7 C 2.42080 -1.38542 -4.02267
8 C 0.45331 -0.74725 1.04365
9 O -2.70717 3.27694 -1.26120
10 C -6.03191 -2.54960 4.78989
11 C -4.16178 3.21734 0.62914
12 C 2.93398 0.99650 -1.12168
13 H -4.01201 3.05992 1.69563
14 H 3.01032 -1.92298 -6.01546
15 Te -0.48164 1.46730 -0.95713
16 C 0.84199 3.01297 1.57416
17 H -1.54893 -1.34963 -4.24324
18 C 0.83243 0.12844 -2.26257
19 H 0.56032 -2.05176 -4.85102
20 H -1.69890 0.24446 -3.48279
21 C 2.22402 0.17046 -2.16577
22 H 2.36285 -1.95671 4.35871
23 C 0.41389 0.62813 0.79308
24 C 2.99597 -0.58560 -3.04944
25 H -1.16139 -1.33016 -0.22782
26 N -2.21048 1.76851 0.39168
27 H 3.03763 0.43442 -0.19021
28 H -4.33896 4.27061 0.41927
29 H 3.39256 -0.51552 4.37175
30 H 0.39816 -1.98807 -0.72567
31 C -2.95474 2.73529 -0.16700
32 H -1.70123 -1.20862 -2.48807
33 C -1.26437 -0.75036 -3.37776
34 H -5.03653 2.64531 0.31588
35 H 1.34526 3.35129 0.66604
36 H 3.93307 1.27249 -1.46244
37 H 4.07870 -0.54344 -2.96912
38 C 1.08767 -1.21376 2.19309
39 Au -2.92059 0.31436 1.52738
40 H 1.96684 1.70617 3.61049
41 H 1.27765 3.53439 2.42716
42 H 3.08943 -3.25507 -4.86819
43 H -0.44166 -2.66559 0.67768
44 H -0.20745 3.29708 1.48911
45 C 1.03231 -1.41992 -4.10390
46 C 3.26118 -2.18307 -4.98525
47 C 0.94914 1.52027 1.74027
48 C 2.35972 -0.86742 4.34186
49 C -4.54781 -1.66969 3.14360
50 C 1.66231 -0.35173 3.11059
51 H 1.10437 -2.28249 2.38171
52 N -6.57902 -2.79944 5.78343
53 N -5.49452 -2.34079 3.62648
54 C 0.23694 -0.67111 -3.24625

(5)
DFT (ωB97M-V/def2-TZVPD) results for the ion C5H5O2 with charge -1 at a distorted geometry.

LUMO level in eV: 4.30
Multiplicity: 1
Relative energy (zero: lowest compared OMol25 entry of this formula, charge and spin) in kcal/mol: 33.7
Total charge: -1
E in eV: -9360.2316

Cartesian coordinates (Å):
1 O 0.68096 0.61796 2.08298
2 C -1.10710 1.29605 0.61117
3 H -1.50255 2.20321 1.06714
4 O -2.08681 0.79885 -1.62534
5 C -1.46350 0.77012 -0.59097
6 H 1.07908 -1.26200 -1.64960
7 H 1.90319 -1.69725 -0.14732
8 H 1.86538 -0.00705 -0.68387
9 C -0.01435 -0.67434 0.09573
10 C -0.06902 0.45666 1.11498
11 C 1.28149 -0.92631 -0.62794
12 H -0.56677 -1.57590 0.35304

Repeat the second record exactly.
DFT (ωB97M-V/def2-TZVPD) results for a cluster of 5 separate species, C11H32O6PS5 in total at a distorted geometry.

LUMO level in eV: 1.59
Multiplicity: 1
Relative energy (zero: lowest compared OMol25 entry of this formula, charge and spin) in kcal/mol: 53.0
Total charge: -1
E in eV: -87672.1664

Cartesian coordinates (Å):
1 S -3.28602 -2.01747 2.58651
2 O -1.81701 5.55156 -6.32031
3 H -0.07292 1.81925 -3.99679
4 C 0.87327 -1.34536 1.30480
5 H 1.35105 5.50267 -6.44928
6 H 4.93305 -5.02230 4.93861
7 H 0.52436 1.53871 -5.77887
8 O 4.89383 -2.38013 3.81992
9 H -2.70397 2.85959 0.60126
10 S -1.54770 5.45835 -3.35284
11 H 4.89871 -3.88791 1.26896
12 H -5.45887 -2.85779 1.95956
13 C 1.74291 -1.54205 3.84006
14 H 2.52608 4.03453 -6.07201
15 O 0.69383 0.75321 2.95325
16 H 0.69871 -0.75458 0.40230
17 H -3.09868 0.33403 0.12435
18 C 0.40976 3.74574 -5.23649
19 H -4.64110 -0.75753 4.12413
20 H -0.08294 -1.70464 1.69257
21 H -5.07590 -0.40816 2.42206
22 O -2.91633 -1.80378 1.14825
23 C 5.94291 -4.67539 4.70673
24 H -3.13878 3.20896 -1.10082
25 H -1.22003 5.49719 -7.12723
26 C -4.66013 -3.19350 2.62521
27 P -1.28378 4.46366 -5.04542
28 S 5.88378 -3.42615 3.39945
29 C 1.63504 4.68793 -5.62602
30 H 5.72185 -5.32397 1.92952
31 C 0.68541 2.23194 -4.81975
32 O -2.48462 3.15743 -4.99946
33 S 1.68378 -0.29282 2.53278
34 O -0.97921 1.81334 -2.37463
35 H 6.38374 -4.22381 5.59846
36 C -2.72301 0.42362 -0.89767
37 C 5.07327 -4.47870 2.17146
38 C -2.31508 3.03379 -0.40456
39 H 2.36313 -2.38083 3.51596
40 H 1.76809 2.00178 -4.37538
41 H 6.56313 -5.51416 4.38263
42 C -4.25221 -0.58334 3.11831
43 S -1.34890 1.59965 -0.93636
44 H -1.66014 3.90804 -0.39202
45 H 2.08633 5.21238 -4.66179
46 H -3.59726 0.29092 3.13086
47 H 2.18374 -1.09048 4.73179
48 H -4.29383 -4.16648 2.28882
49 H 1.52185 -2.19064 1.06285
50 H -3.52174 0.75933 -1.56332
51 H 0.73305 -1.88897 4.07195
52 H -2.35671 -0.54936 -1.23405
53 H 4.11706 -4.83797 2.55924
54 H -5.03580 -3.28309 3.64722
55 H -2.31903 2.69375 -5.89474